{"formula": "C22H22ClHfN7O16S", "method": "the ωB97M-V functional and the def2-TZVPD basis", "symbols": ["Hf", "C", "C", "N", "C", "C", "N", "C", "O", "O", "C", "O", "O", "H", "H", "H", "H", "H", "O", "Cl", "O", "O", "O", "O", "N", "O", "C", "C", "C", "C", "O", "C", "C", "N", "O", "O", "N", "O", "O", "H", "H", "N", "C", "S", "N", "C", "C", "C", "C", "C", "C", "H", "H", "H", "H", "H", "H", "H", "H", "C", "C", "C", "O", "H", "H", "H", "H", "H", "H", "H"], "coordinates": [[-0.6928, -0.8756, -0.0698], [-2.2732, 3.2933, -0.1139], [-1.9491, 2.4865, 1.0936], [-1.5213, 1.2337, 1.1905], [-1.3722, 0.9955, 2.5403], [-1.7014, 2.1030, 3.2606], [-2.0606, 3.0285, 2.3243], [-1.7552, 2.4748, 4.7004], [-1.3628, 1.5697, 5.5667], [-2.0736, 3.6020, 4.9947], [-0.9288, -0.3356, 2.9960], [-0.7397, -0.5741, 4.1860], [-0.7619, -1.1661, 2.0364], [-2.6394, 2.6603, -0.9134], [-1.3889, 3.8245, -0.4717], [-3.0322, 4.0347, 0.1343], [-2.3764, 3.9564, 2.5672], [-1.1122, 0.7094, 5.1163], [0.2110, -1.8103, -3.9060], [0.6725, -2.0200, -2.5747], [1.6901, -2.9948, -2.5094], [-0.4827, -2.4160, -1.7202], [1.1065, -0.7502, -1.9837], [4.2756, -2.5382, 5.6969], [4.1247, -1.5296, 5.0410], [4.6301, -0.4524, 5.2834], [3.2949, -1.6281, 3.8353], [2.7047, -2.8445, 3.5133], [1.9192, -2.9312, 2.3949], [1.6956, -1.8351, 1.5250], [1.0505, -1.9403, 0.4263], [2.3124, -0.6229, 1.9349], [3.1139, -0.5112, 3.0593], [2.1111, 0.5780, 1.1602], [2.9224, 1.4643, 1.2212], [1.0757, 0.7029, 0.4749], [1.2795, -4.2271, 2.1174], [1.8869, -5.2186, 2.4720], [0.1994, -4.2231, 1.5726], [2.8567, -3.7111, 4.1399], [3.5719, 0.4286, 3.3288], [0.4717, 2.2232, -2.1033], [-0.3305, 1.4179, -2.7960], [-1.6633, 0.5966, -2.0840], [-0.1279, 1.2691, -4.1032], [1.0050, 1.7970, -4.8032], [1.0810, 3.1581, -5.0646], [2.1907, 3.6619, -5.7273], [3.2032, 2.8057, -6.1373], [3.1112, 1.4445, -5.8817], [2.0138, 0.9327, -5.2054], [0.4335, 2.1841, -1.0965], [1.3391, 2.5312, -2.5192], [-0.6368, 0.5037, -4.5219], [0.2717, 3.8084, -4.7569], [2.2572, 4.7216, -5.9340], [4.0645, 3.2001, -6.6596], [3.9000, 0.7770, -6.2015], [1.9310, -0.1235, -4.9835], [-3.8249, -3.4157, -0.7494], [-3.3404, -2.5870, 0.4255], [-4.4755, -1.9332, 1.1914], [-2.4699, -1.5720, -0.0538], [-4.4664, -4.2277, -0.4040], [-2.9792, -3.8436, -1.2872], [-4.3941, -2.7894, -1.4390], [-2.7665, -3.2235, 1.1079], [-5.0434, -1.2765, 0.5293], [-4.0852, -1.3415, 2.0207], [-5.1504, -2.6888, 1.5957]], "forces_ev_per_angstrom": [[-0.38, 0.29, 0.11], [0.00, 0.01, 0.02], [0.00, 0.01, 0.00], [0.01, -0.05, -0.04], [-0.02, 0.00, 0.01], [-0.14, -0.04, -0.01], [-0.05, -0.02, 0.00], [0.53, 0.16, -0.02], [-0.16, -0.04, 0.02], [-0.21, -0.06, 0.01], [-0.03, -0.03, -0.03], [-0.02, 0.01, 0.01], [0.10, -0.02, 0.07], [-0.01, 0.00, 0.00], [-0.01, -0.01, -0.02], [0.02, 0.01, 0.01], [0.01, 0.00, 0.00], [0.00, -0.02, -0.01], [0.01, 0.01, -0.02], [-0.02, 0.00, 0.02], [0.00, 0.00, 0.00], [0.04, 0.03, -0.03], [0.06, 0.03, 0.00], [-0.07, 0.02, 0.04], [0.18, -0.05, -0.12], [-0.07, 0.01, 0.04], [-0.04, 0.03, 0.04], [-0.02, -0.01, 0.00], [0.04, 0.00, 0.05], [0.03, -0.02, -0.09], [0.00, -0.15, 0.08], [-0.02, 0.02, -0.02], [0.00, -0.02, 0.01], [0.00, 0.01, -0.01], [0.00, 0.01, 0.00], [-0.08, -0.11, -0.03], [0.04, -0.02, -0.13], [-0.02, 0.01, 0.04], [-0.01, 0.01, 0.05], [0.00, 0.00, 0.00], [0.00, 0.00, 0.00], [0.03, -0.01, 0.03], [0.00, -0.06, -0.04], [-0.02, 0.08, -0.09], [0.01, 0.03, 0.02], [-0.01, 0.00, 0.00], [0.00, 0.00, 0.00], [0.00, 0.00, 0.00], [0.00, 0.00, 0.00], [0.00, 0.00, 0.00], [0.00, 0.00, 0.00], [0.00, -0.03, -0.02], [0.01, 0.01, 0.00], [-0.01, -0.02, 0.00], [0.00, 0.00, 0.00], [0.00, 0.00, 0.00], [0.00, 0.00, 0.00], [0.00, 0.00, 0.00], [0.00, 0.00, 0.00], [0.01, 0.01, 0.00], [-0.08, 0.03, 0.02], [0.00, 0.00, -0.01], [0.38, -0.05, 0.02], [0.00, 0.00, 0.00], [0.00, 0.00, 0.00], [0.00, 0.00, 0.00], [0.01, 0.01, 0.00], [0.00, 0.00, 0.00], [0.00, 0.00, 0.00], [0.00, 0.00, 0.00]], "relative_energy_kcal_mol": 13.53, "charge": 0, "multiplicity": 1, "homo_ev": -9.8, "orbital_gap_ha": 0.2961}

---

{"formula": "C22H22LiN7O6S5", "method": "the ωB97M-V functional and the def2-TZVPD basis", "symbols": ["Li", "O", "C", "C", "C", "C", "C", "C", "C", "O", "N", "N", "C", "S", "C", "C", "S", "H", "H", "H", "H", "H", "H", "H", "H", "H", "S", "C", "C", "N", "C", "S", "C", "N", "C", "C", "S", "O", "O", "C", "C", "N", "C", "N", "C", "C", "N", "O", "O", "C", "H", "H", "H", "H", "H", "H", "H", "H", "H", "H", "H", "H", "H"], "coordinates": [[-0.9910, -1.0586, 0.7822], [2.8176, -0.0420, 0.2630], [3.5257, -1.1437, 0.5451], [4.9200, -1.0815, 0.5439], [5.6654, -2.2131, 0.8121], [5.0378, -3.4228, 1.0774], [3.6578, -3.4873, 1.1100], [2.8894, -2.3600, 0.8563], [1.4129, -2.4044, 0.9520], [0.7156, -1.4573, 0.4379], [0.9337, -3.4339, 1.5784], [-0.3440, -3.4203, 1.9746], [-1.1489, -4.3540, 1.7520], [-2.6752, -4.4574, 2.6122], [-3.4930, -5.3159, 1.2305], [-2.5675, -6.4361, 0.8171], [-0.8834, -5.7393, 0.6178], [1.8644, -0.3633, 0.2494], [5.3943, -0.1338, 0.3248], [6.7468, -2.1530, 0.8134], [5.6259, -4.3129, 1.2572], [3.1393, -4.4069, 1.3342], [-3.6412, -4.5839, 0.4344], [-4.4533, -5.6804, 1.5891], [-2.8456, -6.8816, -0.1371], [-2.5292, -7.2103, 1.5852], [-3.7137, 1.4374, 0.7068], [-4.5961, 0.0233, 1.0992], [-5.7186, 0.2723, 1.8982], [-6.6352, 0.5515, 2.5420], [-4.3638, -1.2862, 0.7011], [-3.0642, -1.9147, -0.2403], [-5.3059, -2.2711, 1.0201], [-6.0448, -3.1411, 1.2017], [0.7932, 3.9284, -5.1575], [0.5164, 4.4222, -3.7540], [1.7039, 3.5378, -2.6655], [1.4391, 2.1352, -2.8003], [3.0180, 3.9927, -3.0548], [1.3909, 4.1550, -0.9796], [-0.0562, 4.0286, -0.5089], [-0.2159, 2.9349, 0.4045], [-0.7166, 1.7026, 0.1304], [-0.6758, 0.9333, 1.1980], [-0.1345, 1.6507, 2.1956], [0.1783, 2.9220, 1.7371], [0.7714, 3.9708, 2.4027], [1.1279, 3.7867, 3.5832], [0.9463, 5.0661, 1.8090], [-1.1535, 1.2869, -1.2164], [0.1632, 4.4324, -5.8886], [0.6091, 2.8572, -5.1988], [1.8397, 4.1032, -5.3976], [-0.4923, 4.1799, -3.4350], [0.7194, 5.4827, -3.6339], [1.7339, 5.1849, -1.0019], [2.0481, 3.5867, -0.3249], [-0.7321, 3.8702, -1.3508], [-0.3355, 4.9465, 0.0167], [-0.0168, 1.2627, 3.1863], [-0.2880, 1.2047, -1.8736], [-1.8707, 1.9969, -1.6261], [-1.6426, 0.3200, -1.1391]], "forces_ev_per_angstrom": [[-0.75, -0.17, 0.20], [-0.14, 0.18, -0.02], [0.13, -0.34, 0.04], [-0.04, 0.11, -0.02], [0.04, 0.02, -0.01], [0.15, -0.18, 0.04], [0.12, 0.11, -0.06], [0.21, 0.26, -0.19], [-0.75, -0.78, 0.22], [0.46, 0.50, -0.11], [1.36, -0.92, -0.19], [-0.94, 1.17, 0.42], [0.05, -0.74, -0.36], [-0.32, 0.04, -0.29], [0.04, 0.24, 0.28], [0.51, 0.00, 0.11], [-0.08, 0.26, 0.18], [-0.03, 0.12, -0.04], [-0.01, 0.04, -0.01], [0.05, 0.01, -0.04], [0.04, -0.04, 0.05], [-0.04, -0.05, 0.02], [-0.04, -0.03, 0.02], [-0.05, 0.02, -0.03], [-0.06, 0.03, -0.05], [-0.05, -0.03, -0.05], [0.07, 0.42, -0.13], [0.89, -1.12, -0.89], [-1.24, 0.27, 0.76], [-0.09, -0.08, 0.10], [0.26, 1.58, 0.22], [0.80, 0.06, -0.48], [-0.85, -0.81, 0.31], [-0.12, -0.08, 0.13], [0.13, -0.12, -0.03], [0.48, -0.37, 0.64], [0.02, 0.60, -0.31], [-0.27, -0.19, 0.26], [0.06, 0.33, 0.20], [0.00, -0.16, -0.74], [-0.11, 0.41, -0.32], [-0.17, -0.28, 0.14], [0.20, 0.82, -0.32], [0.44, -0.32, 0.75], [-0.01, 0.26, -0.33], [-0.52, -1.02, -0.23], [0.82, 1.21, 1.25], [-0.47, 0.22, -1.37], [-0.11, -1.13, 0.61], [0.18, -0.12, -0.13], [-0.03, 0.03, 0.03], [-0.03, -0.04, -0.13], [0.03, 0.02, -0.16], [-0.11, 0.02, 0.08], [-0.04, 0.13, 0.06], [0.01, 0.11, 0.00], [0.20, -0.07, -0.13], [-0.04, -0.03, 0.20], [-0.03, -0.25, -0.34], [0.12, -0.06, 0.19], [-0.02, 0.04, 0.01], [-0.08, -0.07, -0.01], [-0.25, -0.01, 0.00]], "relative_energy_kcal_mol": 40.34, "charge": -2, "multiplicity": 1, "homo_ev": -0.9, "orbital_gap_ha": 0.1567}

---

{"formula": "C22H22MnN8O7S", "method": "the ωB97M-V functional and the def2-TZVPD basis", "symbols": ["Mn", "N", "C", "C", "C", "C", "C", "C", "S", "O", "O", "N", "C", "N", "C", "C", "C", "N", "H", "H", "H", "H", "H", "H", "H", "H", "H", "N", "N", "H", "H", "H", "H", "O", "C", "O", "C", "C", "C", "C", "C", "C", "N", "O", "O", "H", "H", "H", "H", "O", "N", "C", "C", "C", "C", "C", "H", "H", "H", "H", "H"], "coordinates": [[0.2532, -0.2907, 0.3367], [0.9333, 4.5515, 5.5909], [0.1193, 3.7092, 4.8465], [-0.2948, 4.0738, 3.5626], [-1.0168, 3.1917, 2.7800], [-1.3625, 1.9457, 3.2775], [-0.9986, 1.5863, 4.5697], [-0.2547, 2.4561, 5.3440], [-2.2420, 0.8033, 2.2565], [-3.2817, 0.1996, 3.0418], [-2.5959, 1.5065, 1.0438], [-1.1754, -0.3105, 1.7696], [-0.8161, -1.4377, 2.4286], [-1.0946, -1.6965, 3.7083], [-0.5769, -2.8136, 4.1999], [0.2344, -3.6707, 3.4688], [0.4688, -3.3118, 2.1508], [-0.0627, -2.2268, 1.6148], [0.8849, 5.5297, 5.3545], [0.9306, 4.3932, 6.5857], [-0.0276, 5.0494, 3.1726], [-1.3117, 3.4584, 1.7739], [-1.2974, 0.6208, 4.9542], [0.0425, 2.1683, 6.3459], [-0.8095, -3.0284, 5.2382], [0.6564, -4.5649, 3.9014], [1.0902, -3.9206, 1.5024], [-1.1356, -1.1051, -2.2639], [-1.2837, -0.3180, -1.0448], [-1.1074, -2.0727, -1.9556], [-0.1865, -0.9176, -2.5799], [-2.1389, -0.6291, -0.5913], [-1.5243, 0.6251, -1.3409], [1.8012, -0.0856, 1.7702], [1.6706, 1.1717, 1.7273], [0.8965, 1.7051, 0.8905], [2.4251, 2.0261, 2.6924], [2.4056, 3.4096, 2.5496], [3.0326, 4.2126, 3.4843], [3.6561, 3.6002, 4.5573], [3.7038, 2.2266, 4.7184], [3.0835, 1.4368, 3.7652], [4.2655, 4.4508, 5.5928], [4.1472, 5.6543, 5.4770], [4.7778, 3.9014, 6.5473], [1.8692, 3.8377, 1.7137], [3.0219, 5.2899, 3.4151], [4.2011, 1.8033, 5.5774], [3.0704, 0.3597, 3.8580], [1.6204, -0.3709, -1.1764], [2.8100, 0.1293, -0.8966], [3.0467, 1.4285, -1.1365], [4.2762, 1.9744, -0.8403], [5.2637, 1.1759, -0.2870], [4.9880, -0.1610, -0.0423], [3.7445, -0.6631, -0.3473], [2.2063, 1.9717, -1.5374], [4.4402, 3.0241, -1.0350], [6.2325, 1.5898, -0.0451], [5.7220, -0.8183, 0.4001], [3.4193, -1.6743, -0.1626]], "forces_ev_per_angstrom": [[0.37, -0.27, 0.27], [-0.11, 0.09, 0.16], [-0.22, -0.09, -0.02], [-0.07, -0.01, 0.12], [-0.06, 0.07, -0.06], [0.03, -0.03, -0.03], [0.03, -0.06, -0.03], [0.05, 0.07, -0.02], [-0.14, -0.19, -0.13], [0.07, 0.10, -0.01], [0.04, 0.04, 0.10], [-0.06, -0.03, 0.30], [-0.16, 0.32, -0.04], [0.07, -0.15, 0.11], [0.01, 0.03, -0.06], [0.00, 0.00, -0.08], [-0.04, -0.11, 0.07], [0.00, 0.25, -0.20], [0.00, 0.00, 0.03], [-0.02, 0.02, 0.02], [-0.02, 0.01, 0.01], [0.00, -0.02, 0.03], [0.00, -0.06, 0.01], [0.01, 0.01, 0.00], [0.00, 0.00, 0.00], [0.00, 0.00, -0.01], [0.01, 0.01, 0.00], [0.09, 0.01, 0.00], [0.00, 0.09, -0.05], [-0.03, -0.01, -0.01], [-0.02, 0.00, 0.02], [0.03, -0.01, 0.09], [0.03, 0.00, 0.01], [-0.07, 0.17, -0.16], [-0.03, -0.11, 0.03], [-0.03, 0.00, -0.24], [0.01, -0.02, 0.05], [0.13, -0.03, -0.06], [0.17, -0.10, -0.07], [0.24, -0.07, -0.19], [0.00, 0.13, -0.04], [-0.09, 0.00, -0.04], [-0.53, 0.01, 0.31], [0.18, 0.06, -0.13], [0.19, -0.03, -0.07], [0.04, -0.01, 0.01], [0.01, -0.01, 0.00], [0.00, 0.00, 0.01], [0.00, -0.01, -0.01], [-0.23, -0.13, -0.10], [0.09, 0.06, 0.08], [-0.01, -0.05, 0.01], [0.02, 0.02, 0.01], [0.02, -0.02, -0.01], [0.04, 0.03, 0.02], [-0.05, 0.03, -0.03], [0.00, 0.00, -0.01], [0.01, 0.00, 0.00], [0.00, 0.00, 0.01], [0.00, 0.01, 0.00], [0.01, -0.01, 0.00]], "relative_energy_kcal_mol": 10.24, "charge": 0, "multiplicity": 2, "homo_ev": [-7.7, -7.4], "orbital_gap_ha": [0.2630, 0.2523]}

---

{"formula": "C22H22N2O2S", "method": "the ωB97M-V functional and the def2-TZVPD basis", "symbols": ["C", "C", "O", "N", "C", "C", "C", "C", "S", "C", "C", "O", "C", "C", "C", "C", "N", "C", "C", "C", "C", "C", "C", "C", "C", "C", "C", "H", "H", "H", "H", "H", "H", "H", "H", "H", "H", "H", "H", "H", "H", "H", "H", "H", "H", "H", "H", "H", "H"], "coordinates": [[-4.6962, -3.7814, -0.0519], [-4.4911, -2.2976, 0.1851], [-5.2015, -1.6383, 0.9051], [-3.4173, -1.8107, -0.5084], [-2.9438, -0.4970, -0.5916], [-3.4789, 0.5476, 0.1575], [-2.9817, 1.8272, 0.0124], [-1.9354, 2.0769, -0.8626], [-1.2738, 3.7163, -1.0589], [-0.8912, 4.1089, 0.6875], [-0.4176, 2.8567, 1.4042], [-1.0071, 2.4647, 2.3928], [0.7090, 2.1774, 0.7987], [1.6366, 2.6985, -0.1489], [2.5100, 1.7034, -0.4645], [3.6557, 1.7107, -1.4136], [2.1407, 0.5740, 0.2390], [2.7777, -0.6798, 0.1407], [4.1146, -0.8149, 0.4956], [4.7349, -2.0462, 0.3860], [4.0269, -3.1449, -0.0717], [2.6933, -3.0114, -0.4208], [2.0668, -1.7827, -0.3182], [1.0566, 0.8501, 1.0115], [0.4030, -0.1577, 1.8825], [-1.3886, 1.0397, -1.6041], [-1.8920, -0.2381, -1.4705], [-3.8107, -4.3393, 0.2458], [-5.5452, -4.1191, 0.5349], [-4.8945, -3.9692, -1.1055], [-2.9268, -2.4686, -1.0991], [-4.2886, 0.3550, 0.8405], [-3.4113, 2.6307, 0.5895], [-1.7771, 4.5107, 1.1798], [-0.1126, 4.8694, 0.6510], [1.6580, 3.6950, -0.5410], [3.7069, 0.7744, -1.9680], [4.6044, 1.8477, -0.8932], [3.5355, 2.5317, -2.1156], [4.6568, 0.0418, 0.8658], [5.7733, -2.1486, 0.6633], [4.5138, -4.1046, -0.1553], [2.1407, -3.8673, -0.7787], [1.0308, -1.6637, -0.5979], [1.1224, -0.8958, 2.2332], [-0.3922, -0.6743, 1.3421], [-0.0525, 0.3468, 2.7302], [-0.5718, 1.2412, -2.2801], [-1.4689, -1.0453, -2.0546]], "forces_ev_per_angstrom": [[-0.18, 0.09, 0.16], [0.07, -0.50, -0.16], [-0.17, 0.17, 0.17], [0.32, -0.15, -0.27], [0.05, 0.36, 0.04], [-0.19, -0.14, 0.14], [0.12, -0.13, -0.22], [0.04, 0.48, -0.12], [-0.22, 0.06, -0.01], [-0.33, -0.06, -0.24], [-0.09, 0.32, 0.18], [-0.05, 0.04, 0.00], [0.56, -0.71, 0.11], [0.16, -0.23, 0.09], [0.09, 0.50, -0.37], [0.03, -0.02, 0.11], [-0.12, 0.20, 0.07], [0.22, -0.51, -0.03], [-0.17, 0.07, 0.01], [0.05, -0.04, -0.03], [0.03, -0.06, 0.00], [0.00, -0.07, 0.01], [0.06, 0.17, 0.00], [-0.50, 0.43, 0.34], [-0.02, -0.04, 0.11], [-0.07, 0.01, 0.07], [-0.10, -0.11, 0.02], [0.07, -0.07, -0.01], [0.01, 0.02, 0.00], [0.01, -0.05, -0.08], [-0.17, 0.06, 0.15], [-0.01, -0.02, 0.01], [-0.03, 0.08, 0.07], [0.18, -0.06, 0.09], [0.06, 0.04, 0.04], [0.05, 0.17, -0.16], [0.06, 0.00, -0.10], [0.11, -0.03, -0.06], [0.01, 0.02, -0.05], [0.03, 0.10, 0.04], [0.08, 0.00, 0.03], [0.04, -0.08, -0.01], [-0.05, -0.06, -0.03], [-0.11, 0.04, -0.02], [-0.01, -0.07, 0.03], [-0.06, -0.09, -0.01], [0.01, -0.05, -0.01], [0.13, 0.00, -0.03], [0.03, -0.08, -0.07]], "relative_energy_kcal_mol": 0.50, "charge": 0, "smiles": "CC(=O)Nc1ccc(SCC(=O)c2cc(C)n(-c3ccccc3)c2C)cc1", "multiplicity": 1, "homo_ev": -7.9, "orbital_gap_ha": 0.3032}